No. 1
Below is a structure of composition C20H23BrCrN4O7P, with properties calculated with the ωB97M-V functional and the def2-TZVPD basis.

Calculated values
HOMO level (spin up / spin down)   -8.64 / -8.67 eV
Energy relative to the best compared isomer or geometry (same formula, charge and spin)   12.3 kJ/mol
Orbital gap (spin up / spin down)   0.297 / 0.290 hartree
LUMO level (spin up / spin down)   -0.0209 / -0.0280 hartree

ORCA input file:
```
! wB97M-V def2-TZVPD RIJCOSX def2/J DEFGRID3
* xyz 0 4
Cr -0.335 -0.580 0.103
O -3.290 -0.895 -2.657
C -2.715 -0.920 -1.596
O -1.459 -0.560 -1.441
C -3.383 -1.428 -0.332
C -2.568 -2.609 0.225
C -3.388 -3.417 1.217
C -3.457 -2.451 2.428
C -2.635 -1.263 1.941
O -1.616 -1.925 1.116
C -3.378 -0.440 0.892
C -2.670 0.888 0.617
O -3.286 1.854 0.239
O -1.369 0.880 0.843
H -4.392 -1.734 -0.594
H -2.004 -3.174 -0.511
H -2.883 -4.345 1.476
H -4.365 -3.661 0.804
H -3.000 -2.894 3.311
H -4.471 -2.149 2.684
H -2.136 -0.680 2.708
H -4.394 -0.202 1.201
Br 0.405 1.287 3.303
C 1.271 -0.328 2.884
C 2.109 -0.860 3.850
C 2.827 -2.003 3.553
C 2.702 -2.566 2.296
C 1.835 -1.982 1.398
N 1.108 -0.882 1.683
C 1.666 -2.569 0.004
O 2.422 -3.441 -0.358
O 0.710 -2.023 -0.677
H 2.192 -0.365 4.806
H 3.490 -2.433 4.292
H 3.250 -3.440 1.973
C 3.126 3.148 -1.541
N 3.065 1.983 -2.428
C 2.198 2.313 -3.564
N 0.862 2.773 -3.188
C 0.998 3.912 -2.278
N 1.822 3.640 -1.096
C 1.165 2.677 -0.206
P 0.888 1.074 -1.071
C 2.584 0.791 -1.724
C 0.070 1.694 -2.592
H 3.622 3.952 -2.085
H 3.730 2.899 -0.666
H 2.109 1.439 -4.210
H 2.682 3.113 -4.128
H 0.007 4.232 -1.955
H 1.464 4.728 -2.833
H 0.194 3.049 0.123
H 1.775 2.515 0.686
H 2.564 -0.065 -2.402
H 3.263 0.539 -0.905
H -0.932 2.036 -2.329
H -0.049 0.866 -3.291
*
```

---

No. 2
Below is an isolated molecule of C2H5N3O2S at a distorted geometry, with properties calculated with the ωB97M-V functional and the def2-TZVPD basis.

Calculated values
HOMO level   -9.79 eV
SMILES string   N#C[C@H](N)S(N)(=O)=O
Energy relative to the best compared isomer or geometry (same formula, charge and spin)   234.9 kJ/mol
Orbital gap   0.361 hartree
LUMO level   0.0008 hartree

ORCA input file:
```
! wB97M-V def2-TZVPD RIJCOSX def2/J DEFGRID3
* xyz 0 1
C -1.413 -0.671 -0.064
C -0.845 0.433 0.639
N -1.887 -1.638 -0.488
N -1.155 1.706 0.121
N 1.302 -1.632 -0.477
O 2.161 0.384 0.725
O 1.020 0.729 -1.446
S 1.103 0.004 -0.194
H -0.949 0.478 1.717
H -0.721 2.476 0.620
H -0.781 1.847 -0.905
H 0.441 -2.011 -0.652
H 1.725 -2.106 0.404
*
```

---

No. 3
Below is a structure of composition C5H8O2 at a distorted geometry, with properties calculated with the ωB97M-V functional and the def2-TZVPD basis.

Calculated values
HOMO level (spin up / spin down)   -7.05 / -7.18 eV
Energy relative to the best compared isomer or geometry (same formula, charge and spin)   565.3 kJ/mol
Orbital gap (spin up / spin down)   0.276 / 0.288 hartree
LUMO level (spin up / spin down)   0.0171 / 0.0244 hartree

ORCA input file:
```
! wB97M-V def2-TZVPD RIJCOSX def2/J DEFGRID3
* xyz 0 1
O -0.126 -1.576 1.366
C 0.716 -1.361 0.303
C 0.598 0.044 -0.228
C 0.001 1.218 0.682
C -0.879 1.990 -0.232
O -1.411 3.048 -0.224
C -0.444 -0.209 -1.289
H -0.014 -2.474 1.699
H 1.713 -1.819 0.423
H -0.078 -1.536 -1.126
H 1.563 0.280 -0.700
H -0.657 0.754 1.430
H 0.720 1.890 1.161
H -1.467 -0.303 -0.944
H -0.235 0.055 -2.321
*
```

---

No. 4
Below is a cluster of 2 separate species, C2H7S in total at a distorted geometry, with properties calculated with the ωB97M-V functional and the def2-TZVPD basis.

Calculated values
HOMO level   -2.44 eV
Energy relative to the best compared isomer or geometry (same formula, charge and spin)   15.9 kJ/mol
Orbital gap   0.255 hartree
LUMO level   0.1652 hartree

ORCA input file:
```
! wB97M-V def2-TZVPD RIJCOSX def2/J DEFGRID3
* xyz -1 1
S 1.419 0.179 0.609
H 2.730 0.358 0.845
C -1.671 -0.091 0.124
C -1.069 -0.255 -1.267
H -1.523 -0.966 0.757
H -2.736 0.160 0.074
H -1.124 0.702 0.634
H -1.662 -0.952 -1.876
H -0.922 0.670 -1.821
H -0.075 -0.695 -1.130
*
```

---

No. 5
Below is a structure of composition C21H22BBiF4N3OSTe at a distorted geometry, with properties calculated with the ωB97M-V functional and the def2-TZVPD basis.

Calculated values
HOMO level   -10.56 eV
Orbital gap   0.207 hartree
LUMO level   -0.1809 hartree

ORCA input file:
```
! wB97M-V def2-TZVPD RIJCOSX def2/J DEFGRID3
* xyz 1 1
Bi -0.712 0.906 0.456
N 3.240 1.076 -1.536
C 2.137 0.824 -0.811
O 0.984 0.831 -1.305
C 2.398 0.710 0.658
C 1.343 1.481 1.423
H 3.301 1.160 -2.530
H 4.121 1.255 -1.032
H 3.393 1.143 0.888
H 2.348 -0.334 0.949
H 1.465 2.621 1.222
H 1.235 1.267 2.503
C -0.252 4.735 1.216
Te -1.683 3.488 -0.070
C -0.048 4.038 -1.682
C 1.050 4.727 -0.999
C 2.181 5.157 -1.720
C 3.133 5.960 -1.187
C 3.044 6.406 0.185
C 2.038 5.862 0.974
C 0.903 5.166 0.398
H -0.086 4.144 2.106
H -0.948 5.542 1.474
H -0.610 4.601 -2.382
H 0.150 3.087 -2.115
H 2.293 4.716 -2.712
H 3.973 6.270 -1.831
H 3.690 7.249 0.498
H 2.096 5.917 2.045
S -3.074 -5.636 0.622
C -2.664 -3.969 1.145
C -1.660 -3.683 2.053
C -1.513 -2.347 2.398
N -2.334 -1.372 1.958
C -3.284 -1.664 1.087
C -3.470 -2.954 0.618
C -1.546 -6.307 0.096
C -0.273 -5.695 0.186
C 0.868 -6.492 0.101
N 0.778 -7.810 -0.210
C -0.408 -8.311 -0.453
C -1.603 -7.608 -0.403
H -0.981 -4.497 2.414
H -0.732 -1.994 3.099
H -3.966 -0.872 0.837
H -4.348 -3.256 0.013
H -0.202 -4.607 0.384
H 1.860 -6.031 0.328
H -0.487 -9.386 -0.630
H -2.546 -8.007 -0.685
F -3.805 0.375 -0.873
B -2.963 0.500 -2.013
F -1.680 -0.131 -1.683
F -2.644 1.862 -2.280
F -3.499 -0.112 -3.192
*
```

---

No. 6
Below is a structure of composition C38H45AsN3O2S3W, with properties calculated with the ωB97M-V functional and the def2-TZVPD basis.

Calculated values
HOMO level (spin up / spin down)   -15.55 / -15.73 eV
Energy relative to the best compared isomer or geometry (same formula, charge and spin)   23.8 kJ/mol
Orbital gap (spin up / spin down)   0.255 / 0.262 hartree
LUMO level (spin up / spin down)   -0.3167 / -0.3164 hartree

ORCA input file:
```
! wB97M-V def2-TZVPD RIJCOSX def2/J DEFGRID3
* xyz 3 1
W 0.034 -0.459 0.893
N -0.973 -0.365 2.924
C -0.233 -0.975 4.064
C 0.524 -2.158 3.521
N 1.284 -1.757 2.298
C 2.651 -1.230 2.599
C 2.602 0.266 2.781
N 1.840 0.794 1.631
H -1.860 -0.858 2.835
H -1.238 0.591 3.153
H 0.425 -0.229 4.498
H -0.924 -1.290 4.843
H 1.203 -2.579 4.260
H -0.183 -2.929 3.224
H 1.433 -2.625 1.794
H 3.066 -1.731 3.473
H 3.283 -1.474 1.749
H 2.104 0.555 3.702
H 3.609 0.676 2.813
H 1.531 1.747 1.801
H 2.460 0.874 0.830
O 0.226 1.201 -0.313
S 0.084 1.761 -1.768
C -1.588 1.392 -2.400
C -2.730 2.388 -2.230
C -3.470 2.432 -0.891
C -4.176 1.119 -0.537
S -3.369 0.193 0.793
O -1.878 0.500 0.485
C -3.773 1.168 2.221
C -3.060 2.307 2.583
C -3.454 3.010 3.710
C -4.552 2.582 4.454
C -5.253 1.443 4.085
C -4.857 0.718 2.968
C 0.046 3.507 -1.514
C -0.340 4.078 -0.309
C -0.376 5.459 -0.211
C -0.042 6.247 -1.310
C 0.346 5.660 -2.507
C 0.405 4.277 -2.614
H -1.800 0.391 -2.019
H -1.360 1.279 -3.464
H -3.451 2.138 -3.014
H -2.376 3.389 -2.476
H -4.220 3.219 -0.957
H -2.792 2.731 -0.094
H -4.204 0.421 -1.378
H -5.204 1.252 -0.197
H -2.215 2.637 1.990
H -2.917 3.903 4.006
H -4.859 3.143 5.328
H -6.102 1.111 4.668
H -5.390 -0.184 2.681
H -0.601 3.450 0.534
H -0.665 5.928 0.721
H -0.075 7.326 -1.227
H 0.617 6.278 -3.353
H 0.733 3.807 -3.536
S -1.247 -2.400 0.705
C -0.818 -3.444 -0.678
C -1.643 -4.526 -0.957
C -1.326 -5.371 -2.011
C -0.185 -5.156 -2.776
C 0.647 -4.088 -2.485
C 0.316 -3.224 -1.446
As 1.471 -1.807 -0.896
C 1.853 -0.697 -2.416
C 2.880 0.241 -2.340
C 3.122 1.092 -3.406
C 2.330 1.012 -4.548
C 1.304 0.079 -4.623
C 1.062 -0.779 -3.557
C 3.102 -2.770 -0.502
C 4.301 -2.523 -1.157
C 5.409 -3.321 -0.896
C 5.319 -4.374 0.003
C 4.107 -4.650 0.627
C 3.002 -3.857 0.368
H -2.522 -4.712 -0.352
H -1.970 -6.212 -2.231
H 0.060 -5.830 -3.587
H 1.553 -3.930 -3.057
H 3.507 0.304 -1.457
H 3.935 1.806 -3.356
H 2.531 1.664 -5.390
H 0.706 0.001 -5.522
H 0.274 -1.519 -3.627
H 4.389 -1.726 -1.880
H 6.340 -3.124 -1.412
H 6.181 -4.998 0.197
H 4.017 -5.500 1.291
H 2.046 -4.165 0.785
*
```

---

No. 7
Below is a cluster of 4 separate species, C27H25Br2N3O4 in total at a distorted geometry, with properties calculated with the ωB97M-V functional and the def2-TZVPD basis.

Calculated values
HOMO level   -8.32 eV
SMILES string   O=C(Br)CC1=CC(=O)c2cc(C[C@@H]3CO3)cc(Br)c2C1=O.c1cc[nH]c1.c1cc[nH]c1.c1cc[nH]c1
Orbital gap   0.261 hartree
LUMO level   -0.0445 hartree

ORCA input file:
```
! wB97M-V def2-TZVPD RIJCOSX def2/J DEFGRID3
* xyz 0 1
O 7.570 -2.370 0.261
C 6.958 -2.001 -0.662
Br 5.051 -2.450 -0.759
C 7.545 -1.202 -1.807
C 6.541 -0.262 -2.410
C 6.188 -0.256 -3.690
C 5.181 0.735 -4.123
O 5.205 1.274 -5.195
C 4.139 1.034 -3.106
C 2.839 1.305 -3.481
C 1.870 1.542 -2.503
C 0.455 1.814 -2.949
C -0.066 0.660 -3.832
C -0.971 -0.309 -3.150
O 0.493 -0.553 -3.595
C 2.195 1.518 -1.149
C 3.513 1.262 -0.776
Br 3.978 1.200 1.072
C 4.487 1.022 -1.746
C 5.920 0.706 -1.458
O 6.569 1.188 -0.574
H 7.878 -1.916 -2.553
H 8.375 -0.631 -1.409
H 6.607 -0.950 -4.400
H 2.581 1.329 -4.529
H -0.245 1.846 -2.124
H 0.422 2.710 -3.560
H -0.329 0.896 -4.852
H -0.820 -0.591 -2.117
H -1.405 -1.142 -3.687
H 1.459 1.678 -0.378
N -0.393 -0.472 0.598
C -0.748 -1.667 1.160
C -1.855 -1.454 1.937
C -2.184 -0.075 1.835
C -1.265 0.502 0.999
H 0.393 -0.334 -0.013
H -0.184 -2.562 0.963
H -2.373 -2.204 2.512
H -3.002 0.432 2.320
H -1.157 1.518 0.656
N -4.386 2.551 0.543
C -5.155 2.922 -0.525
C -6.135 3.761 -0.066
C -5.946 3.905 1.336
C -4.859 3.147 1.680
H -3.595 1.932 0.500
H -4.942 2.558 -1.515
H -6.901 4.222 -0.666
H -6.540 4.496 2.012
H -4.383 2.983 2.632
N -4.523 -2.599 4.976
C -5.593 -3.316 5.437
C -5.110 -4.352 6.190
C -3.692 -4.255 6.185
C -3.361 -3.163 5.429
H -4.581 -1.784 4.394
H -6.601 -3.028 5.191
H -5.706 -5.097 6.690
H -2.996 -4.911 6.679
H -2.404 -2.740 5.175
*
```

---

No. 8
Below is a cluster of 2 separate species, C22H30N4O7 in total at a distorted geometry, with properties calculated with the ωB97M-V functional and the def2-TZVPD basis.

Calculated values
HOMO level   -9.10 eV
SMILES string   C[C@@H]1CN(C(=O)c2cccc3[nH]c(=O)oc23)C[C@H]1C(=O)O.CNC(=O)[C@@H](NC(C)=O)C(C)C
Energy relative to the best compared isomer or geometry (same formula, charge and spin)   0.0 kJ/mol
Orbital gap   0.348 hartree
LUMO level   0.0135 hartree

ORCA input file:
```
! wB97M-V def2-TZVPD RIJCOSX def2/J DEFGRID3
* xyz 0 1
O 0.838 -0.103 0.196
O -4.707 0.277 3.267
O 4.427 -1.264 -2.938
O -4.217 -2.758 -2.381
O 4.302 -0.847 1.898
O -5.317 -1.021 -3.316
O -1.320 0.181 0.963
C -0.109 0.598 0.522
C -4.154 0.326 2.172
C 3.528 -1.169 -2.111
C -4.900 -1.756 -2.263
C 5.236 -0.735 1.118
C -2.881 3.895 1.965
C -3.697 2.781 2.218
C -1.621 3.724 1.382
C -1.999 1.322 1.314
C -3.274 1.477 1.887
C -1.199 2.435 1.059
N -0.036 1.963 0.490
N 6.473 -0.989 1.557
N -4.493 -0.638 1.221
N 3.715 -0.707 -0.875
C 2.124 -1.591 -2.472
C 7.725 -0.920 0.802
C -7.086 -2.909 -0.066
C 5.518 1.714 -1.839
C 3.990 2.063 0.108
C -4.153 -0.536 -0.190
C -5.467 -1.694 1.491
C -5.300 -1.270 -0.871
C -5.663 -2.374 0.134
C 5.196 1.266 -0.411
C 5.014 -0.266 -0.329
H -4.967 -1.482 -4.094
H -3.227 4.890 2.227
H -4.671 2.923 2.681
H -0.982 4.579 1.185
H 0.862 2.429 0.559
H 6.520 -1.278 2.523
H 2.910 -0.672 -0.259
H 1.479 -0.715 -2.475
H 2.132 -2.050 -3.459
H 1.763 -2.306 -1.735
H 7.711 -1.642 -0.017
H 8.563 -1.157 1.460
H 7.874 0.082 0.397
H -7.315 -3.663 0.694
H -7.182 -3.373 -1.052
H -7.821 -2.101 0.013
H 5.727 2.783 -1.855
H 6.393 1.176 -2.206
H 4.674 1.505 -2.497
H 4.228 3.126 0.111
H 3.124 1.892 -0.532
H 3.753 1.750 1.126
H -3.196 -1.032 -0.387
H -4.097 0.499 -0.543
H -5.097 -2.405 2.238
H -6.407 -1.262 1.851
H -6.148 -0.587 -0.976
H -4.952 -3.205 0.054
H 6.056 1.540 0.201
H 5.798 -0.722 -0.931
*
```

---

No. 9
Below is a structure of composition C42H47ClFeN4O6P at a distorted geometry, with properties calculated with the ωB97M-V functional and the def2-TZVPD basis.

Calculated values
HOMO level (spin up / spin down)   -1.53 / -2.49 eV
Orbital gap (spin up / spin down)   0.132 / 0.167 hartree
LUMO level (spin up / spin down)   0.0758 / 0.0758 hartree

ORCA input file:
```
! wB97M-V def2-TZVPD RIJCOSX def2/J DEFGRID3
* xyz -1 5
Fe 1.470 0.920 -0.372
O 3.586 -2.076 1.282
C 3.098 -0.936 0.986
O 2.586 -0.537 -0.089
C 3.025 0.019 2.170
C 1.515 0.156 2.348
C 1.199 0.783 3.708
C 1.632 2.235 3.498
C 2.129 2.214 2.050
O 1.206 1.264 1.474
C 3.457 1.466 1.961
C 3.940 1.884 0.579
O 4.986 2.613 0.606
O 3.213 1.561 -0.392
H 3.501 -0.428 3.051
H 0.904 -0.724 2.124
H 0.122 0.749 3.907
H 1.718 0.294 4.538
H 0.760 2.893 3.596
H 2.394 2.565 4.210
H 2.070 3.190 1.558
H 4.164 1.798 2.730
N 1.639 0.557 -2.259
C 1.432 1.646 -3.104
C 1.428 1.452 -4.490
C 1.290 2.535 -5.356
C 1.177 3.821 -4.842
C 1.209 4.032 -3.460
C 1.343 2.958 -2.562
P 1.406 3.199 -0.726
C -0.264 2.743 -0.147
C -0.484 2.687 1.243
C -1.735 2.348 1.766
C -2.790 2.054 0.908
C -2.593 2.098 -0.469
C -1.341 2.439 -0.991
C 1.445 5.011 -0.516
C 0.301 5.812 -0.381
C 0.406 7.198 -0.230
C 1.657 7.807 -0.213
C 2.805 7.032 -0.344
C 2.700 5.646 -0.493
H 2.581 0.080 -2.322
H 1.175 -0.390 -2.526
H 1.528 0.454 -4.905
H 1.277 2.374 -6.431
H 1.071 4.670 -5.514
H 1.126 5.055 -3.107
H 0.325 2.912 1.935
H -1.880 2.314 2.842
H -3.763 1.787 1.312
H -3.413 1.865 -1.144
H -1.228 2.462 -2.071
H -0.694 5.375 -0.399
H -0.494 7.799 -0.128
H 1.737 8.885 -0.096
H 3.785 7.501 -0.331
H 3.613 5.062 -0.596
C -4.613 -2.298 -1.424
C -4.086 -2.856 -0.080
C -3.713 -1.669 0.833
C -5.310 -3.546 0.588
C -2.875 -3.877 -0.314
O -3.432 -5.033 -0.995
C -2.270 -4.404 1.028
C -1.433 -5.702 0.954
C 0.062 -5.508 0.921
C 0.740 -5.020 2.048
C 2.126 -4.850 2.025
C 2.844 -5.176 0.877
Cl 4.551 -4.967 0.846
C 2.188 -5.677 -0.245
C 0.802 -5.849 -0.220
C -1.771 -3.371 -1.295
N -1.072 -2.148 -0.993
C -0.046 -1.944 -0.125
N 0.358 -0.697 -0.196
C -0.422 -0.180 -1.187
N -1.301 -1.032 -1.718
H -5.508 -1.682 -1.272
H -4.886 -3.105 -2.112
H -3.881 -1.660 -1.924
H -4.583 -1.024 1.007
H -2.944 -1.029 0.403
H -3.368 -2.005 1.815
H -6.126 -2.828 0.742
H -5.070 -3.957 1.572
H -5.719 -4.350 -0.032
H -4.026 -5.503 -0.385
H -3.105 -4.661 1.689
H -1.721 -3.609 1.542
H -1.748 -6.338 0.119
H -1.647 -6.298 1.853
H 0.193 -4.770 2.956
H 2.639 -4.466 2.903
H 2.749 -5.940 -1.138
H 0.306 -6.256 -1.100
H -2.201 -3.259 -2.300
H -1.008 -4.142 -1.434
H 0.364 -2.704 0.519
H -0.345 0.842 -1.534
H -0.141 1.368 -0.592
*
```

---

No. 10
Below is a cluster of 2 separate species, CH2N2O2Si in total at a distorted geometry, with properties calculated with the ωB97M-V functional and the def2-TZVPD basis.

Calculated values
HOMO level (spin up / spin down)   -11.84 / -7.91 eV
Energy relative to the best compared isomer or geometry (same formula, charge and spin)   354.1 kJ/mol
Orbital gap (spin up / spin down)   0.387 / 0.176 hartree
LUMO level (spin up / spin down)   -0.0482 / -0.1145 hartree

ORCA input file:
```
! wB97M-V def2-TZVPD RIJCOSX def2/J DEFGRID3
* xyz 0 1
C -0.016 1.176 -1.512
N -0.454 2.186 -1.831
N -0.850 -0.531 2.725
O -1.540 0.457 2.823
O -0.239 -0.841 1.686
Si 0.882 -0.423 -1.262
H 1.348 -1.044 -0.032
H 0.869 -0.980 -2.598
*
```